3 unconnected molecules or ions with the total composition C26H60B3NO10 at a distorted geometry, computed with ωB97M-V with the def2-TZVPD basis set.

Properties
SMILES: CCCCCCCCCB1OB(CCN)OB(C[C@H](C)O)O1.COCCOCCOC.COCCOCCOC
Spin multiplicity: 1
HOMO (eV): -9.064
Kohn-Sham gap (eV): 9.42

Geometry (Å):
C (1.06, -2.30, 2.20)
C (0.20, -1.13, 1.40)
C (1.11, -0.20, 0.41)
C (0.63, 1.40, 0.36)
C (1.21, 2.04, -1.03)
C (1.27, 3.67, -1.09)
C (0.26, 4.47, -0.10)
C (-1.27, 4.69, -0.70)
C (-1.81, 3.46, -1.63)
B (-3.48, 3.56, -1.61)
O (-4.26, 3.84, -0.35)
B (-5.25, 2.76, -0.13)
C (-5.42, 2.09, 1.39)
C (-6.45, 0.80, 1.19)
N (-6.60, -0.05, 2.44)
O (-6.07, 2.26, -1.29)
B (-5.17, 2.19, -2.47)
C (-4.98, 0.86, -3.44)
C (-4.34, -0.37, -2.52)
C (-2.89, 0.00, -1.85)
O (-4.09, -1.49, -3.48)
O (-4.32, 3.38, -2.84)
H (0.41, -2.66, 3.13)
H (1.28, -3.25, 1.54)
H (2.07, -1.91, 2.66)
H (-0.67, -1.71, 0.83)
H (-0.32, -0.47, 2.22)
H (1.12, -0.62, -0.70)
H (2.23, -0.24, 0.82)
H (-0.54, 1.48, 0.46)
H (1.19, 1.92, 1.25)
H (2.33, 1.65, -1.13)
H (0.63, 1.54, -1.94)
H (0.97, 3.98, -2.21)
H (2.36, 4.12, -0.94)
H (0.19, 4.07, 1.00)
H (0.70, 5.58, 0.00)
H (-1.18, 5.64, -1.42)
H (-1.98, 5.01, 0.18)
H (-1.51, 3.56, -2.76)
H (-1.56, 2.39, -1.24)
H (-4.38, 1.73, 1.84)
H (-5.87, 2.86, 2.18)
H (-7.49, 1.27, 0.84)
H (-5.98, 0.14, 0.33)
H (-5.67, -0.36, 2.80)
H (-7.16, 0.46, 3.15)
H (-4.18, 1.11, -4.26)
H (-5.98, 0.51, -3.97)
H (-5.11, -0.79, -1.74)
H (-2.22, 0.59, -2.64)
H (-2.30, -0.98, -1.59)
H (-2.95, 0.68, -0.88)
H (-3.17, -1.29, -3.82)
C (6.17, 2.53, -0.91)
O (5.69, 3.09, 0.30)
C (5.21, 2.10, 1.22)
C (5.60, 2.45, 2.66)
O (6.99, 2.27, 2.95)
C (7.90, 3.21, 2.34)
C (7.77, 4.64, 2.87)
O (6.59, 5.26, 2.35)
C (5.98, 6.15, 3.27)
H (5.34, 2.18, -1.52)
H (6.71, 3.32, -1.45)
H (6.88, 1.72, -0.71)
H (5.61, 1.10, 0.97)
H (4.12, 2.08, 1.13)
H (5.07, 1.75, 3.32)
H (5.26, 3.44, 2.94)
H (7.82, 3.17, 1.26)
H (8.90, 2.85, 2.60)
H (8.62, 5.23, 2.53)
H (7.76, 4.63, 3.97)
H (5.85, 5.67, 4.25)
H (4.99, 6.40, 2.89)
H (6.57, 7.06, 3.38)
C (-1.95, -9.54, -0.27)
O (-2.22, -8.15, -0.31)
C (-1.81, -7.47, 0.88)
C (-1.20, -6.10, 0.55)
O (0.09, -6.16, -0.07)
C (0.14, -6.65, -1.41)
C (-0.52, -5.73, -2.45)
O (-1.94, -5.80, -2.35)
C (-2.58, -4.56, -2.61)
H (-2.63, -10.04, 0.41)
H (-2.09, -9.94, -1.28)
H (-0.91, -9.73, 0.02)
H (-1.06, -8.06, 1.44)
H (-2.69, -7.33, 1.50)
H (-1.05, -5.57, 1.49)
H (-1.89, -5.49, -0.04)
H (-0.25, -7.67, -1.47)
H (1.21, -6.72, -1.66)
H (-0.24, -6.06, -3.45)
H (-0.16, -4.70, -2.30)
H (-2.12, -3.75, -2.03)
H (-3.62, -4.65, -2.30)
H (-2.53, -4.33, -3.68)



A molecular structure, C26H60F18MgN3O22S6 at a distorted geometry, computed with ωB97M-V with the def2-TZVPD basis set.

Properties
Spin multiplicity: 1
HOMO (eV): -7.424
Net charge: -1
Kohn-Sham gap (eV): 1.52

Geometry (Å):
Mg (2.42, -1.37, 1.49)
C (-1.50, -7.57, 4.63)
F (-1.86, -8.73, 4.20)
F (-0.19, -7.31, 4.42)
F (-2.24, -6.56, 4.13)
S (-1.77, -7.53, 6.58)
O (-3.00, -8.25, 6.85)
O (-0.62, -8.11, 7.23)
N (-1.80, -5.78, 6.96)
S (-3.43, -5.46, 6.87)
O (-3.48, -4.00, 6.63)
O (-4.39, -6.19, 6.01)
C (-4.08, -5.90, 8.65)
F (-5.39, -5.61, 8.69)
F (-3.77, -7.17, 8.93)
F (-3.45, -5.14, 9.58)
C (11.12, -4.61, -4.04)
F (11.84, -4.98, -5.03)
F (11.27, -5.49, -3.01)
F (11.42, -3.43, -3.59)
S (9.29, -4.71, -4.64)
O (9.21, -4.59, -6.08)
O (8.81, -5.96, -4.04)
N (8.38, -3.59, -3.75)
S (8.57, -2.26, -4.55)
O (9.86, -2.11, -5.24)
O (7.47, -1.85, -5.32)
C (8.65, -0.92, -3.06)
F (9.55, -1.36, -2.17)
F (9.11, 0.23, -3.56)
F (7.46, -0.85, -2.46)
C (-2.20, 0.23, 0.74)
F (-2.26, -0.81, 1.62)
F (-3.39, 0.31, 0.29)
F (-1.88, 1.33, 1.40)
S (-0.94, -0.31, -0.68)
O (-0.62, -1.69, -0.40)
O (-1.55, 0.03, -2.01)
N (0.57, 0.48, -0.23)
S (0.36, 1.98, -0.71)
O (-1.01, 2.48, -0.93)
O (1.18, 2.86, 0.11)
C (1.18, 1.87, -2.45)
F (0.61, 2.82, -3.23)
F (2.49, 2.12, -2.29)
F (1.17, 0.72, -3.05)
C (5.35, 7.00, 0.09)
C (6.20, 6.61, 1.28)
O (5.48, 5.77, 2.15)
H (5.84, 7.40, -0.80)
H (4.49, 7.63, 0.31)
H (4.86, 6.07, -0.19)
H (6.55, 7.51, 1.79)
H (7.12, 6.03, 1.15)
H (5.74, 5.88, 3.07)
C (2.27, -4.44, -5.81)
C (2.63, -5.38, -4.73)
O (4.00, -5.77, -4.64)
H (1.21, -4.20, -5.84)
H (2.61, -4.79, -6.78)
H (2.73, -3.51, -5.49)
H (2.18, -6.37, -4.85)
H (2.33, -4.99, -3.76)
H (4.13, -6.44, -5.31)
C (-4.05, 3.26, -4.92)
C (-4.68, 3.39, -6.28)
O (-4.57, 2.11, -6.89)
H (-4.03, 4.22, -4.42)
H (-3.04, 2.85, -4.97)
H (-4.60, 2.67, -4.19)
H (-4.20, 4.17, -6.87)
H (-5.69, 3.75, -6.13)
H (-3.75, 1.98, -7.36)
C (7.42, 0.71, 3.12)
C (5.99, 0.17, 3.50)
O (4.99, 0.71, 2.61)
H (7.72, 0.52, 2.10)
H (8.23, 0.27, 3.71)
H (7.50, 1.77, 3.33)
H (5.79, 0.47, 4.52)
H (5.96, -0.92, 3.58)
H (5.13, 1.65, 2.62)
C (1.99, 2.01, -9.58)
C (0.77, 1.43, -8.90)
O (-0.42, 1.66, -9.68)
H (2.18, 1.42, -10.48)
H (2.87, 2.04, -8.93)
H (1.81, 3.02, -9.95)
H (0.51, 2.08, -8.06)
H (0.89, 0.43, -8.49)
H (-0.41, 1.02, -10.39)
C (-9.53, -1.34, 3.21)
C (-10.05, -1.30, 4.68)
O (-11.30, -1.65, 4.74)
H (-10.24, -1.02, 2.44)
H (-9.22, -2.33, 2.87)
H (-8.60, -0.86, 2.93)
H (-9.96, -0.28, 5.05)
H (-9.51, -1.96, 5.35)
H (-11.79, -0.82, 4.81)
C (-1.03, 7.75, 0.36)
C (-1.89, 9.02, 0.56)
O (-2.06, 9.70, -0.70)
H (-1.48, 7.19, -0.45)
H (-0.93, 7.09, 1.22)
H (-0.03, 8.09, 0.10)
H (-1.36, 9.72, 1.21)
H (-2.89, 8.85, 0.95)
H (-1.93, 10.63, -0.52)
C (-4.17, -4.84, -3.84)
C (-5.04, -4.80, -2.58)
O (-4.55, -5.76, -1.63)
H (-4.25, -5.86, -4.24)
H (-3.10, -4.75, -3.66)
H (-4.56, -4.06, -4.49)
H (-6.08, -5.00, -2.81)
H (-5.01, -3.78, -2.19)
H (-3.63, -5.59, -1.44)
C (-6.86, 4.55, 2.42)
C (-6.00, 4.51, 3.65)
O (-6.64, 5.12, 4.75)
H (-6.37, 3.98, 1.63)
H (-7.02, 5.54, 1.99)
H (-7.83, 4.06, 2.50)
H (-5.03, 4.94, 3.40)
H (-5.86, 3.45, 3.87)
H (-5.98, 5.53, 5.31)
C (-0.38, 1.30, 7.68)
C (0.32, 0.43, 8.68)
O (-0.38, -0.85, 8.71)
H (-1.39, 1.60, 7.96)
H (-0.19, 1.01, 6.64)
H (0.10, 2.28, 7.67)
H (0.27, 0.86, 9.68)
H (1.35, 0.17, 8.46)
H (-1.11, -0.68, 9.31)